(1)
Entry from the Open Molecules 2025 dataset: one molecule with the formula C2H9BN2O2 at a distorted geometry (wB97M-V/def2-TZVPD).

Calculated values
* strongest force on any atom: 3.9 eV Å⁻¹
* SMILES: CN(N)CB(O)O
* energy above the lowest of the compared OMol25 structures with the same formula, charge and spin: 7.7 kJ/mol

Geometry as XYZ:
```
16
Properties=species:S:1:pos:R:3:forces:R:3
B 0.049 0.658 -1.808 -0.212 -1.571 2.586
C 0.767 -0.666 1.820 -2.468 1.126 -0.494
C 0.554 0.445 -0.247 -0.483 2.373 -1.793
N -1.237 -1.002 0.619 -1.143 1.494 -1.767
N 0.189 -0.799 0.427 0.628 0.568 1.704
O 0.259 1.802 -2.487 -0.418 1.386 3.256
O -0.438 -0.471 -2.398 0.182 -0.161 0.457
H 0.413 0.373 2.306 0.892 -2.244 -0.832
H 0.445 -1.517 2.419 -0.161 0.230 0.028
H 1.802 -0.743 1.678 1.645 0.365 0.169
H 1.638 0.513 -0.625 -0.865 -0.531 1.388
H 0.377 1.426 0.409 0.369 -1.851 -1.167
H -1.745 -0.163 0.174 0.880 -1.586 0.996
H -1.562 -1.812 0.050 0.744 0.825 0.375
H 0.501 1.633 -3.339 0.793 -0.293 -3.816
H -0.581 -0.328 -3.321 -0.385 -0.129 -1.091
```
Forces are in eV/Å.

(2)
Entry from the Open Molecules 2025 dataset: C11H14O2 as an isolated structure at a distorted geometry (wB97M-V/def2-TZVPD).

Calculated values
* strongest force on any atom: 8.1 eV Å⁻¹
* energy above the lowest of the compared OMol25 structures with the same formula, charge and spin: 876.6 kJ/mol

Geometry as XYZ:
```
27
Properties=species:S:1:pos:R:3:forces:R:3
C 1.842 -2.934 -1.082 0.296 2.238 1.872
C 0.422 -1.080 -1.095 0.060 -1.303 -0.756
C 0.389 -0.080 -2.097 -0.158 -1.908 4.981
C 0.235 1.185 -1.644 -0.373 6.191 -5.172
C -0.066 1.710 -0.404 -0.554 -2.741 1.513
C -0.209 3.206 0.341 0.149 -3.013 -1.872
C -1.361 3.110 1.312 -2.145 2.228 3.164
C -1.330 3.124 2.730 -0.603 -1.192 -0.074
C -0.288 0.551 0.364 1.353 2.094 4.900
C 0.176 -0.764 0.270 -0.517 0.055 -1.323
C -0.791 -2.792 1.010 2.133 -1.415 1.284
H 1.902 -2.855 0.064 -0.828 -0.740 -1.414
H 1.875 -3.869 -1.512 0.514 -2.297 -0.298
H 2.749 -2.365 -1.296 -0.009 0.153 -0.820
H 0.586 -0.588 -2.965 0.341 0.276 -2.848
H 0.196 1.983 -2.504 0.535 -1.287 1.281
H 0.861 3.432 0.719 -2.135 0.099 -0.591
H -0.669 3.763 -0.486 1.218 0.727 0.232
H -2.496 3.440 0.775 3.452 -1.640 1.776
H -2.330 2.964 3.339 1.863 0.766 -1.678
H -0.442 3.062 3.582 -1.779 0.120 -3.123
H -0.499 0.902 1.396 -0.275 -1.084 -0.205
H -0.912 -3.100 2.241 -0.499 0.095 -4.088
H -1.816 -2.498 0.290 3.273 -0.581 2.548
H 0.028 -3.697 0.302 -3.152 2.802 2.496
O 0.668 -2.372 -1.677 0.331 1.699 2.200
O 0.189 -1.627 1.405 -2.490 -0.342 -3.985
```
Forces are in eV/Å.

(3)
Entry from the Open Molecules 2025 dataset: one molecule with the formula CH5N4P at a distorted geometry (wB97M-V/def2-TZVPD).

Calculated values
* strongest force on any atom: 3.6 eV Å⁻¹
* energy above the lowest of the compared OMol25 structures with the same formula, charge and spin: 312.4 kJ/mol

Geometry as XYZ:
```
11
Properties=species:S:1:pos:R:3:forces:R:3
C -1.164 0.319 -0.420 -1.148 -0.287 -1.560
N -0.175 0.611 0.248 -0.109 -1.456 3.058
N 0.966 1.166 0.020 1.989 1.891 -2.264
N 2.136 -0.767 0.283 -1.709 -2.461 -0.036
N 2.021 0.458 0.034 1.380 1.891 1.358
P -2.789 -0.009 0.209 -1.789 -2.037 0.000
H -1.346 0.363 -1.476 1.139 0.399 -1.265
H 3.083 -1.031 0.445 0.839 0.229 -0.130
H 2.905 1.022 0.089 -1.370 0.000 -0.464
H -2.472 -0.908 1.231 0.118 0.060 0.533
H -3.165 -1.224 -0.663 0.660 1.770 0.770
```
Forces are in eV/Å.

(4)
Entry from the Open Molecules 2025 dataset: a 8-piece molecular cluster, C8H21Cl4N7O14 overall at a distorted geometry (wB97M-V/def2-TZVPD).

Calculated values
* strongest force on any atom: 4.3 eV Å⁻¹
* SMILES: C[N+](=O)[O-].C[N+](=O)[O-].C[N+](=O)[O-].C[N+](=O)[O-].C[N+](=O)[O-].C[N+](=O)[O-].C[N+](=O)[O-].ClC(Cl)(Cl)Cl

Geometry as XYZ:
```
54
Properties=species:S:1:pos:R:3:forces:R:3
C 1.297 -31.763 10.124 -1.038 0.498 -0.107
Cl 1.305 -31.519 11.899 0.144 -0.463 -0.655
Cl 2.793 -31.078 9.440 -0.478 -0.719 0.163
Cl 0.933 -33.463 9.658 0.859 0.737 0.439
Cl -0.106 -30.825 9.473 0.514 -0.049 0.160
C -6.257 -25.792 8.684 -0.454 -0.919 0.686
N -5.939 -25.622 7.269 -1.114 2.217 -1.497
O -4.832 -25.908 6.913 0.950 -0.750 -0.203
O -6.752 -25.032 6.541 0.429 -0.991 1.075
H -5.571 -26.558 9.044 -0.003 0.390 0.233
H -7.280 -26.152 8.797 0.043 0.216 -0.194
H -6.152 -24.825 9.176 0.154 -0.162 -0.096
C 2.902 -24.426 10.969 -1.811 1.023 -0.351
N 1.868 -23.428 11.421 -1.430 2.835 2.938
O 1.105 -22.875 10.637 1.172 -1.278 -0.112
O 1.830 -23.106 12.647 0.749 -1.464 -2.503
H 3.831 -23.859 10.916 0.064 -0.491 0.320
H 2.513 -24.630 9.971 0.540 -0.605 0.050
H 2.779 -25.226 11.699 0.713 -0.029 -0.334
C -9.351 -23.999 18.361 0.493 -0.396 -0.520
N -9.436 -22.574 17.870 0.051 0.323 0.275
O -8.897 -22.236 16.839 0.207 -0.794 -0.180
O -10.053 -21.804 18.570 -0.357 -0.128 0.490
H -8.573 -24.529 17.812 -0.016 0.334 -0.090
H -10.294 -24.503 18.148 -0.071 0.344 0.180
H -9.106 -24.017 19.423 -0.305 0.318 -0.160
C -3.962 -25.073 24.600 0.915 -0.010 0.692
N -2.619 -24.388 24.364 -0.077 -0.201 -1.230
O -2.251 -24.260 23.216 -0.663 0.005 -0.778
O -1.902 -24.112 25.281 -0.140 0.216 1.681
H -4.040 -25.787 23.780 -0.212 0.054 0.349
H -4.824 -24.411 24.680 0.448 0.376 -0.441
H -3.806 -25.491 25.595 -0.263 -0.455 -0.274
C 4.380 -18.873 18.278 -1.556 1.150 -1.443
N 4.597 -17.797 19.292 -0.236 -0.194 -0.180
O 5.404 -18.041 20.154 0.367 0.239 0.420
O 3.901 -16.795 19.215 0.564 -0.551 0.065
H 5.225 -19.103 17.630 0.443 -0.309 1.049
H 3.706 -18.378 17.579 -0.277 -0.199 0.030
H 3.807 -19.677 18.740 0.690 -0.136 0.057
C 1.736 -29.453 24.269 0.564 0.215 0.137
N 1.005 -30.060 23.135 0.702 -0.467 0.383
O 1.712 -30.441 22.184 -2.334 0.400 1.172
O -0.212 -30.055 23.313 1.197 -0.628 -1.579
H 2.806 -29.610 24.134 -0.199 0.409 -0.251
H 1.467 -29.888 25.231 -0.492 -0.030 -0.334
H 1.384 -28.424 24.190 0.557 0.118 0.470
C -0.148 -26.649 16.875 1.121 0.890 -0.130
N -1.247 -26.244 15.977 -0.631 -0.894 0.595
O -1.300 -26.942 14.955 -0.898 1.826 0.881
O -2.033 -25.404 16.430 0.814 -1.212 -1.700
H 0.669 -26.932 16.211 -0.179 -0.543 0.306
H -0.519 -27.431 17.537 0.159 0.072 -0.203
H 0.201 -25.769 17.417 -0.389 -0.142 0.249
```
Forces are in eV/Å.

(5)
Entry from the Open Molecules 2025 dataset: one molecule with the formula C3H6N4S at a distorted geometry (wB97M-V/def2-TZVPD).

Calculated values
* strongest force on any atom: 4.5 eV Å⁻¹
* SMILES: [H]/N=C1\NSC\C1=N\N
* energy above the lowest of the compared OMol25 structures with the same formula, charge and spin: 290.7 kJ/mol

Geometry as XYZ:
```
14
Properties=species:S:1:pos:R:3:forces:R:3
C 0.515 -0.091 0.255 -1.664 2.420 2.532
C 1.633 -0.791 -0.393 3.217 2.808 -0.559
C -0.792 -0.196 -0.401 -1.595 -0.108 0.818
H -1.235 1.464 1.595 0.618 -0.786 -0.845
H -0.032 2.153 2.464 1.234 0.331 0.691
H 2.388 0.094 -0.563 -0.572 -2.076 1.001
H 2.106 -1.677 -0.006 -0.102 -0.134 0.800
H -1.041 -1.756 -1.719 -0.277 -0.057 -0.134
H -2.741 0.120 -0.603 1.619 0.108 1.487
N -0.223 1.588 1.680 -0.764 -0.556 -0.415
N 0.738 0.784 1.212 -0.390 -0.280 -0.395
N -0.519 -0.905 -1.601 -1.348 0.199 -0.473
N -1.957 0.253 0.136 1.893 -1.717 -3.715
S 1.162 -1.039 -2.056 -1.870 -0.152 -0.791
```
Forces are in eV/Å.

no.,frontier orbital gap (Eh),electronic energy (a.u.)
1,0.3186,-366.46611
2,0.3502,-577.70971
3,0.3157,-601.28742
4,0.3955,-3594.07467
5,0.3256,-735.03508